No. 1
Computed, not measured: a structure of composition C20H22N4O4Ru, with ωB97M-V/def2-TZVPD.

Structure (XYZ):
```
51
Properties=species:S:1:pos:R:3:forces:R:3
Ru 0.0561 -0.5231 -1.0238 0.397 -0.238 -0.495
C 4.2462 -1.2863 -2.2803 -0.033 -0.084 -0.001
O 4.8107 -0.7069 -1.1084 0.140 0.098 -0.156
C 4.1232 -0.4419 0.0223 0.070 -0.026 0.250
C 4.9264 -0.0822 1.1059 -0.112 -0.071 -0.173
C 4.3872 0.2405 2.3371 -0.084 0.025 0.084
C 3.0177 0.2121 2.5065 0.124 -0.001 -0.003
C 2.1830 -0.1263 1.4367 -0.168 0.031 -0.016
C 0.7616 -0.0851 1.7165 0.025 0.055 0.182
N -0.1892 -0.2257 0.8697 -0.039 -0.136 -0.111
N -1.5043 -0.1235 1.3008 0.053 -0.118 0.022
C -2.3210 -0.4423 0.3440 -0.210 -0.048 -0.106
O -1.9206 -0.7981 -0.8642 0.062 0.145 0.094
C -3.7773 -0.4009 0.5854 0.049 0.018 0.045
C -4.2737 -0.1941 1.8724 0.012 0.012 -0.008
C -5.6397 -0.1440 2.0844 -0.004 -0.001 -0.004
C -6.5167 -0.2958 1.0169 0.014 0.001 0.007
C -6.0256 -0.5033 -0.2636 -0.003 -0.004 -0.018
C -4.6578 -0.5591 -0.4818 0.001 -0.025 0.008
C 2.7245 -0.4613 0.1750 0.030 -0.139 -0.018
O 1.9603 -0.8028 -0.8775 0.010 0.271 -0.030
H 5.0873 -1.4297 -2.9526 0.019 -0.003 0.017
H 3.5140 -0.6326 -2.7480 0.002 0.013 0.006
H 3.7896 -2.2527 -2.0661 -0.013 0.010 0.010
H 5.9970 -0.0694 0.9507 -0.004 -0.016 -0.047
H 5.0402 0.5045 3.1571 -0.023 0.005 0.009
H 2.5775 0.4539 3.4652 -0.012 -0.003 -0.005
H 0.4517 0.0895 2.7429 -0.011 0.022 -0.017
H -3.5818 -0.0773 2.6947 -0.005 0.003 0.001
H -6.0245 0.0116 3.0833 0.003 0.002 -0.002
H -7.5846 -0.2555 1.1860 0.000 -0.002 -0.002
H -6.7086 -0.6262 -1.0936 0.002 0.002 0.003
H -4.2687 -0.7327 -1.4756 0.003 0.008 -0.002
C 2.0810 2.5851 -0.7338 0.000 0.025 0.050
C 0.6082 2.5474 -0.9183 0.071 -0.035 -0.272
N -0.1590 1.5116 -1.2462 -0.293 0.298 0.500
C -1.4438 2.0120 -1.4591 0.054 -0.024 -0.040
C -1.4355 3.3457 -1.2578 -0.024 0.003 -0.044
N -0.1427 3.6618 -0.9172 0.045 0.019 -0.038
H 2.5082 1.6034 -0.8851 0.020 -0.036 -0.035
H 2.3562 2.9359 0.2614 -0.012 -0.029 0.012
H 2.5187 3.2605 -1.4706 0.003 0.019 0.030
H -2.2578 1.3725 -1.7457 -0.012 -0.011 0.035
H -2.2155 4.0814 -1.3306 0.004 -0.003 0.007
H 0.2146 4.5873 -0.7468 0.003 -0.003 0.004
C 0.7668 -3.6379 -0.6812 0.063 0.088 -0.013
O 0.0004 -2.6243 -1.3781 -0.238 -0.105 0.286
H 0.5978 -4.5990 -1.1598 0.001 0.000 -0.008
H 0.4748 -3.6714 0.3672 0.009 -0.011 0.009
H 1.8082 -3.3498 -0.7715 -0.003 -0.005 0.010
H -0.9403 -2.8552 -1.3448 0.011 0.002 -0.018
```
Forces are in eV/Å.

Properties
charge: +1
relative energy (zero: lowest compared OMol25 entry of this formula, charge and spin): 1.4 kcal per mole
LUMO (alpha / beta): -0.12111 / -0.15549 Ha
DFT total energy: -1389.98268 Eh
spin multiplicity: 2
HOMO (alpha / beta): -10.87 / -10.94 eV

***

No. 2
Computed, not measured: an isolated molecule of C4H8N2OS in a non-equilibrium geometry, with ωB97M-V/def2-TZVPD.

Structure (XYZ):
```
16
Properties=species:S:1:pos:R:3:forces:R:3
C -3.2151 0.3635 -0.3888 -3.676 -0.596 -1.945
C -2.2078 -0.3848 -0.0393 0.726 -2.846 1.516
C -1.0838 0.2579 0.7685 -0.681 1.126 1.717
C 0.2325 0.4839 0.1123 1.603 3.371 -0.741
N 0.7937 1.6449 0.3704 -3.110 -1.509 1.394
O 1.9473 1.9911 -0.1522 1.578 -2.672 -2.306
N 0.8381 -0.3527 -0.8891 -3.863 -2.440 -0.607
S 1.2918 -1.7659 0.1132 -1.780 -0.860 0.969
H -4.0949 -0.3632 -0.7333 1.375 2.548 0.338
H -3.3034 1.5124 -0.4183 0.212 -2.157 0.257
H -2.4390 -1.6516 -0.0643 1.271 3.891 0.114
H -1.3791 1.4088 1.0189 0.395 -3.003 -0.224
H -0.9931 -0.3450 1.7630 -0.036 1.223 -1.568
H 2.1813 1.1539 -0.7205 0.136 1.990 0.778
H -0.0685 -0.6434 -1.6581 3.470 0.878 2.818
H 0.0720 -2.1155 1.1345 2.381 1.058 -2.510
```
Forces are in eV/Å.

Properties
SMILES: C=CC/C(=N/O)NS
relative energy (zero: lowest compared OMol25 entry of this formula, charge and spin): 147.5 kcal per mole
LUMO: 0.00397 Ha
DFT total energy: -739.92689 Eh
HOMO: -9.05 eV

***

relative energy (zero: lowest compared OMol25 entry of this formula, charge and spin) of number 2 (C4H8N2OS)? 147.5 kcal per mole

***

Which formula does entry 2 have? C4H8N2OS